No. 1
Density functional theory data (ωB97M-V/def2-TZVPD) for a molecular structure, C39H30BrCl2CsF10N6O2S.

Each line ends with the Mulliken charge.
Positions of all 92 atoms, in Å:
Cs (1.236705, -0.554650, -0.006998)  2.0797
C (-0.001669, -1.528850, 3.099712)  -0.6136
N (0.510063, -0.183296, 2.906753)  0.9635
C (-0.503967, 0.783830, 3.315687)  -0.6205
C (-0.170862, 2.242197, 3.052860)  -1.0942
N (-0.188762, 2.520159, 1.631589)  0.1243
C (0.371827, 3.615906, 1.168944)  0.2003
C (1.008185, 4.716036, 1.835206)  0.2352
F (1.015995, 4.784012, 3.196985)  -0.3913
C (1.613140, 5.770402, 1.178534)  0.1719
F (2.213626, 6.737286, 1.899556)  -0.3505
C (1.602958, 5.885061, -0.194618)  0.5697
F (2.227380, 6.909167, -0.828588)  -0.3693
C (0.942810, 4.891507, -0.899640)  -0.0792
F (0.878884, 4.976926, -2.242377)  -0.3360
C (0.353492, 3.836134, -0.254875)  -0.1198
F (-0.254223, 2.906805, -1.022571)  0.0500
C (1.774538, -0.007401, 3.620049)  -1.0358
C (2.909622, -0.918492, 3.155981)  -1.1222
N (3.267102, -0.617400, 1.788454)  -0.7111
C (3.964684, -1.467858, 1.059196)  0.1530
C (4.171456, -1.177355, -0.330616)  0.2470
F (3.611200, -0.036880, -0.836807)  -0.5202
C (4.900099, -1.957633, -1.199515)  -0.0722
F (5.038047, -1.581102, -2.476731)  -0.4097
C (5.504264, -3.119216, -0.772789)  0.7494
F (6.212469, -3.899287, -1.618398)  -0.4081
C (5.335286, -3.466659, 0.550870)  0.2385
F (5.914366, -4.593831, 1.000844)  -0.3923
C (4.613098, -2.686660, 1.425477)  0.5416
F (4.588971, -3.106921, 2.718220)  -0.4295
H (-0.082985, -1.790751, 4.171784)  0.2246
H (0.646655, -2.255505, 2.610998)  0.0563
H (-0.997365, -1.609816, 2.657988)  -0.0993
H (-0.730728, 0.668875, 4.395239)  0.2935
H (-1.417954, 0.561882, 2.753787)  -0.0876
H (0.779568, 2.490715, 3.531836)  0.4045
H (-0.939783, 2.827415, 3.585785)  0.4290
H (1.628283, -0.175175, 4.706635)  0.2681
H (2.106574, 1.019691, 3.477016)  0.2568
H (2.623753, -1.967177, 3.297480)  0.3328
H (3.747343, -0.736883, 3.847925)  0.3977
C (-1.735855, -8.798302, 0.139310)  -1.4892
C (-0.971258, -7.522690, -0.121298)  1.1917
C (0.119382, -7.507229, -0.984946)  -1.0163
C (0.835060, -6.335692, -1.210794)  -0.1829
C (0.449053, -5.164116, -0.575174)  -0.3646
C (-0.625479, -5.165569, 0.306485)  -0.3540
C (-1.329129, -6.338842, 0.524377)  -0.9302
S (1.354039, -3.650785, -0.841539)  0.9683
O (2.625909, -4.057465, -1.391607)  -0.7872
O (1.352074, -3.020904, 0.469472)  -0.3970
N (0.522757, -2.699871, -1.760856)  0.2465
C (0.442744, -2.764595, -3.127232)  0.0218
C (0.686100, -3.878398, -3.919627)  -0.2973
C (0.549478, -3.833749, -5.320408)  -0.9719
C (0.159129, -2.697785, -5.970786)  -0.8799
C (-0.105021, -1.530940, -5.211646)  0.8474
C (-0.492681, -0.306966, -5.802778)  -0.6106
C (-0.685785, 0.798281, -5.027272)  -1.0107
C (-0.503982, 0.687001, -3.629753)  -0.8241
N (-0.174864, -0.435402, -3.040439)  0.3592
C (0.032674, -1.549110, -3.802454)  -0.3007
H (-1.549490, -9.534886, -0.643914)  0.3506
H (-2.810404, -8.610633, 0.188909)  0.3639
H (-1.436389, -9.245034, 1.092803)  0.2777
H (0.419210, -8.426032, -1.482589)  0.2822
H (1.710567, -6.320437, -1.851280)  0.5309
H (-0.890344, -4.248232, 0.822275)  0.2487
H (-2.169732, -6.337307, 1.213104)  0.3527
H (1.007172, -4.794694, -3.445535)  0.3047
H (0.767545, -4.726072, -5.895336)  0.3651
H (0.065793, -2.667959, -7.051136)  0.3338
H (-0.619463, -0.260716, -6.880343)  0.3647
H (-0.969268, 1.751435, -5.458353)  0.4522
H (-0.626081, 1.556595, -2.984465)  1.0308
Cl (-1.932680, -1.788692, -0.412616)  0.1172
C (-3.319501, -1.622195, 0.650366)  -0.6935
Cl (-3.430704, -2.935050, 1.858800)  -0.1989
H (-4.219162, -1.667363, 0.054179)  0.4778
H (-3.239020, -0.677781, 1.173248)  0.2162
Br (-3.427417, 3.892123, 1.769860)  -0.1929
C (-3.368312, 3.168597, 0.014368)  0.3553
C (-3.187686, 4.030041, -1.058328)  -0.4702
C (-3.189358, 3.477077, -2.327954)  -0.2413
C (-3.363447, 2.109325, -2.475866)  -0.8612
C (-3.516915, 1.348680, -1.330496)  -0.0017
N (-3.531127, 1.869757, -0.096937)  -0.3740
H (-3.022861, 5.086284, -0.894585)  0.3870
H (-3.038479, 4.111892, -3.192514)  0.3743
H (-3.349857, 1.633967, -3.449442)  0.4623
H (-3.628781, 0.271530, -1.391521)  0.4426

Atomic forces in eV per Å
-2.305 3.138 -0.408
0.081 0.055 -0.088
-0.040 -0.074 0.444
0.069 0.034 -0.037
-0.006 0.206 -0.292
0.105 -0.025 0.062
-0.138 -0.098 -0.073
-0.021 -0.004 -0.095
0.040 -0.007 0.090
-0.120 -0.121 0.082
0.088 0.147 0.155
0.004 0.008 0.035
0.037 0.108 -0.062
-0.130 -0.117 0.122
0.005 -0.016 -0.237
0.149 0.055 0.137
-0.121 -0.194 -0.169
0.049 -0.005 -0.128
0.094 -0.099 -0.230
0.493 -0.032 0.502
0.402 0.122 0.168
0.210 -0.178 0.036
1.398 0.238 -0.334
-0.083 0.244 0.245
-0.023 0.087 -0.320
0.047 0.050 0.094
0.050 -0.145 -0.142
-0.089 0.147 0.093
0.124 -0.245 0.112
0.003 0.021 -0.174
0.002 -0.048 0.165
-0.031 -0.002 0.017
-0.079 -0.058 0.048
0.058 -0.003 -0.011
-0.015 -0.057 0.036
0.003 -0.041 0.046
0.018 0.043 0.054
0.010 0.027 0.036
-0.074 0.048 0.046
0.011 0.008 0.004
-0.015 -0.007 0.078
0.000 -0.027 0.090
0.076 0.055 0.045
-0.013 -0.036 -0.025
0.001 0.017 -0.001
-0.070 0.040 0.072
-0.010 -0.181 -0.022
-0.028 -0.004 -0.027
-0.021 0.012 0.001
-0.109 -0.357 -0.155
0.020 -0.144 -0.066
0.194 -1.971 0.140
-0.136 -0.357 -0.467
0.014 -0.136 0.189
0.017 0.112 -0.028
0.001 -0.001 0.113
-0.020 0.058 -0.003
-0.012 -0.008 0.090
-0.006 0.033 -0.047
-0.039 0.045 0.052
0.069 -0.141 0.063
0.022 -0.102 -0.234
0.001 0.156 0.131
-0.019 0.020 0.013
0.031 -0.011 -0.012
-0.023 0.021 -0.046
-0.017 0.065 0.031
-0.081 -0.017 0.042
0.007 -0.103 -0.064
0.037 0.007 -0.046
0.021 0.005 -0.043
0.005 -0.050 0.019
-0.011 0.014 0.033
0.015 -0.008 0.021
0.026 -0.019 -0.002
0.024 -0.122 -0.095
-0.144 -0.245 0.015
0.068 0.087 0.002
-0.019 0.035 -0.051
-0.147 0.006 -0.014
-0.036 0.065 0.112
0.013 -0.008 -0.035
-0.011 -0.184 -0.044
0.086 0.074 -0.076
0.017 0.104 0.072
0.008 -0.038 0.029
-0.015 0.113 0.208
-0.063 -0.140 -0.128
-0.023 -0.053 -0.004
0.012 0.000 0.014
-0.002 0.034 0.076
0.031 0.070 -0.039

HOMO ... -0.050 hartree
F_max ... 3.91 eV Å⁻¹
Lowest unoccupied orbital energy ... 3.51 eV
2S+1 ... 1
Net charge ... -2

No. 2
Density functional theory data (ωB97M-V/def2-TZVPD) for a molecular structure, C39H30Cl2IN3O2PSc.

Each line ends with the Mulliken charge.
Positions of all 79 atoms, in Å:
Sc (0.251490, 0.109167, 0.364876)  0.4801
Cl (-1.856010, 1.810373, 0.782935)  -0.2104
C (0.432830, 2.215355, -0.914883)  -0.3022
Cl (-0.249529, 1.140312, -1.741806)  2.3516
H (1.485165, 2.194657, -0.533015)  -0.0499
H (0.061476, 3.174800, -0.574861)  0.2766
I (-1.070975, -1.826220, 1.950146)  0.1358
C (0.330303, -2.309381, 3.535679)  -0.0327
C (-0.415190, -2.667911, 4.623931)  -0.7501
C (0.187511, -3.223901, 5.763651)  -0.9201
C (1.521510, -3.458642, 5.738157)  -0.8769
C (2.319933, -3.067858, 4.634314)  0.9052
C (3.699925, -3.370917, 4.708106)  -0.7731
C (4.564777, -2.996838, 3.730053)  -1.3352
C (4.064104, -2.253322, 2.657050)  -0.1935
C (2.727602, -1.947334, 2.515231)  1.0118
P (2.481512, -0.916441, 1.025171)  1.3595
C (3.686116, 0.427705, 1.086646)  0.5492
C (4.139104, 1.021509, -0.093162)  -0.3396
C (4.831916, 2.221573, -0.036693)  -0.7543
C (5.060932, 2.839819, 1.185103)  -0.6166
C (4.617514, 2.248580, 2.361295)  -0.7359
C (3.922433, 1.050304, 2.316214)  -0.7429
C (2.870621, -2.060501, -0.325870)  1.0380
C (1.782595, -2.700346, -0.925058)  -0.1958
C (1.980909, -3.640118, -1.923754)  -0.8538
C (3.271133, -3.918489, -2.353821)  -0.6048
C (4.352880, -3.244547, -1.800888)  -0.7644
C (4.160365, -2.322823, -0.782935)  0.0301
C (1.765344, -2.401648, 3.488502)  0.5411
H (-1.490490, -2.554811, 4.613354)  0.4385
H (-0.423184, -3.495954, 6.612566)  0.4217
H (2.011579, -3.951200, 6.567779)  0.4076
H (4.047313, -3.916773, 5.575886)  0.4377
H (5.616045, -3.241143, 3.786350)  0.4633
H (4.768512, -1.888017, 1.920378)  0.2154
H (3.968456, 0.547469, -1.051450)  0.2163
H (5.196345, 2.670610, -0.951037)  0.5171
H (5.592916, 3.780771, 1.223501)  0.4382
H (4.811398, 2.721118, 3.314621)  0.4509
H (3.570471, 0.590493, 3.232076)  0.4470
H (0.769060, -2.449329, -0.619117)  0.1424
H (1.135890, -4.153391, -2.362223)  0.4740
H (3.431465, -4.653791, -3.130521)  0.4494
H (5.353450, -3.441307, -2.161913)  0.4481
H (5.010323, -1.793501, -0.369586)  0.3330
C (4.693067, 6.767402, -4.119251)  -0.9216
O (3.651552, 6.169290, -3.351793)  -0.4167
C (2.508554, 5.827535, -3.966805)  0.7753
C (1.490100, 5.338405, -3.137986)  -0.6713
C (0.281355, 4.958655, -3.670320)  0.1480
C (0.052906, 5.059870, -5.054188)  -0.3123
C (1.053858, 5.584177, -5.863841)  -0.4306
C (2.282060, 5.941901, -5.336518)  -0.5471
N (-1.170209, 4.745534, -5.681517)  -0.5108
N (-2.034908, 4.034457, -5.144272)  -0.4486
C (-1.811554, 3.041607, -4.229981)  0.1757
C (-2.788402, 2.849577, -3.195091)  -0.6635
C (-2.792915, 2.245774, -1.792409)  -0.8323
C (-1.685317, 1.731004, -1.223386)  0.0468
O (-1.052496, 0.001505, -1.241908)  -0.6719
C (-0.632910, 1.657192, -3.107860)  0.0277
N (0.984728, 0.473987, -2.153136)  -0.3627
C (2.015088, 0.168334, -2.923083)  -0.1878
C (1.864502, 0.881780, -4.235309)  -0.9184
C (0.866205, 1.775747, -4.815337)  -0.9072
C (-0.496505, 2.229966, -4.229414)  0.4879
H (5.461911, 7.044463, -3.405668)  0.2399
H (4.336530, 7.659559, -4.635729)  0.3908
H (5.101880, 6.058798, -4.842160)  0.3693
H (1.679044, 5.292370, -2.072873)  0.5158
H (-0.512118, 4.633776, -3.011476)  0.5487
H (0.863831, 5.677711, -6.925286)  0.4727
H (3.056229, 6.313076, -5.992003)  0.4622
H (-3.735426, 3.308136, -3.455895)  0.4440
H (-3.701273, 2.335186, -1.213540)  0.4650
H (2.722134, -0.629040, -2.750285)  0.3984
H (2.662597, 0.663435, -4.935592)  0.4427
H (1.080494, 2.100529, -5.824924)  0.4642

Atomic forces in eV per Å
-0.557 0.417 0.518
0.396 -0.901 -0.756
4.777 3.183 5.439
0.272 4.754 -3.968
-0.130 -0.624 -1.295
-1.249 -0.385 -0.246
0.614 -0.154 0.285
0.081 0.143 -0.188
-0.048 0.009 -0.011
-0.088 -0.016 0.018
0.093 -0.018 -0.015
-0.102 -0.012 -0.039
-0.036 0.007 0.050
0.057 -0.031 -0.005
-0.055 -0.004 0.078
-0.211 0.192 0.060
0.549 -1.159 0.298
-0.278 0.199 0.111
0.031 -0.038 0.013
0.032 -0.014 -0.042
0.023 -0.024 0.026
0.002 -0.017 0.008
0.004 -0.031 -0.050
-0.171 0.297 -0.314
0.138 0.136 0.027
-0.043 -0.026 0.013
-0.036 0.020 0.007
0.057 -0.036 0.014
-0.012 0.101 -0.002
0.002 -0.059 0.003
-0.001 -0.017 0.014
-0.001 -0.006 -0.004
-0.001 0.026 0.014
0.019 0.024 0.007
0.005 0.023 -0.010
0.017 -0.016 0.000
-0.037 0.007 -0.005
-0.006 0.015 0.003
0.016 -0.008 -0.006
-0.006 0.008 -0.003
0.018 0.034 0.023
-0.038 -0.205 0.022
-0.002 0.028 -0.029
0.011 0.013 -0.013
0.003 -0.016 0.016
0.013 -0.038 0.021
-0.017 -0.012 -0.055
0.023 -0.020 0.127
-0.090 -0.074 -0.060
0.022 0.010 0.038
0.021 0.129 -0.061
0.252 -0.567 0.230
-0.002 -0.162 -0.096
0.121 0.040 -0.070
-0.387 0.815 0.278
-0.407 -0.529 -1.127
-0.200 -0.112 1.678
0.683 -0.277 -0.575
1.211 0.616 -2.398
-6.694 5.316 1.207
0.738 -6.799 1.503
-2.956 -1.941 0.328
4.116 -6.362 3.780
-2.099 3.423 -4.690
-0.359 0.277 0.480
0.157 -0.164 0.629
1.922 0.024 -1.316
0.010 0.005 -0.012
-0.003 0.007 0.017
-0.011 0.004 -0.007
-0.033 0.044 0.005
0.016 0.059 0.043
-0.023 0.057 0.010
-0.042 0.036 -0.016
0.100 0.314 0.093
-0.015 0.214 -0.055
-0.098 -0.051 0.191
-0.046 0.085 -0.111
-0.030 -0.186 -0.078

HOMO (alpha / beta) ... -0.435 / -0.437 hartree
F_max ... 8.63 eV Å⁻¹
Lowest unoccupied orbital energy (alpha / beta) ... -6.79 / -6.80 eV
2S+1 ... 1
Net charge ... +2

Question: Which of these has the highest net charge?
Answer: C39H30Cl2IN3O2PSc

Question: What is the 2S+1 in the second record?
Answer: 1